C39H35N5O5PRbS2 as an isolated structure in a non-equilibrium geometry. Source: the OMol25 dataset; level of theory: ωB97M-V/def2-TZVPD.

electronic energy: -3318.9959 Ha
HOMO level: -0.3055 Ha
M: 834.31 g mol⁻¹
F_max: 1.8 eV/Å

Structure (ORCA input):
```
! RIJCOSX wB97M-V def2-TZVPD def2/J DEFGRID3
* xyz 0 1
Rb 0.071 -0.389 0.193
O -2.728 1.236 -0.323
N -1.976 1.776 -1.383
C -2.215 1.171 -2.469
C -1.496 1.594 -3.704
C -2.036 2.611 -4.479
C -1.400 3.017 -5.643
C -0.223 2.399 -6.035
C 0.314 1.376 -5.268
C -0.314 0.958 -4.102
P 0.273 -0.414 -3.032
C -0.746 -1.771 -3.710
C -0.761 -2.101 -5.068
C -1.576 -3.119 -5.527
C -2.383 -3.822 -4.635
C -2.381 -3.497 -3.290
C -1.572 -2.463 -2.833
C 1.961 -0.734 -3.644
C 2.419 -1.992 -4.021
C 3.760 -2.181 -4.329
C 4.653 -1.125 -4.266
C 4.207 0.132 -3.877
C 2.874 0.321 -3.558
H -2.577 1.870 0.384
H -2.938 0.354 -2.506
H -2.952 3.091 -4.162
H -1.821 3.815 -6.238
H 0.278 2.710 -6.942
H 1.237 0.902 -5.580
H -0.135 -1.554 -5.765
H -1.587 -3.369 -6.580
H -3.013 -4.625 -4.996
H -2.977 -4.050 -2.579
H -1.583 -2.219 -1.776
H 1.738 -2.833 -4.057
H 4.104 -3.164 -4.615
H 5.695 -1.280 -4.510
H 4.899 0.961 -3.815
H 2.534 1.302 -3.242
N 2.648 -2.115 3.462
C 3.645 -2.468 2.573
C 4.601 -3.476 2.588
C 5.401 -3.582 1.468
C 5.254 -2.714 0.373
C 4.303 -1.716 0.367
C 3.485 -1.598 1.490
N 2.423 -0.740 1.723
C 1.949 -1.090 2.889
C 0.792 -0.460 3.533
C 0.264 -0.798 4.743
S -1.071 0.194 5.100
C -0.838 1.001 3.610
N 0.149 0.574 2.890
H 2.430 -2.583 4.323
H 4.697 -4.165 3.415
H 6.142 -4.366 1.424
H 5.896 -2.842 -0.488
H 4.178 -1.055 -0.482
H 0.578 -1.567 5.425
H -1.484 1.812 3.314
C 1.699 -5.289 -5.928
C 1.799 -5.707 -4.487
C 0.641 -5.981 -3.758
C 0.708 -6.384 -2.439
C 1.951 -6.493 -1.824
C 3.112 -6.212 -2.521
C 3.029 -5.834 -3.855
S 2.018 -6.913 -0.102
O 3.402 -6.878 0.282
O 1.221 -8.088 0.092
N 1.251 -5.716 0.685
C 1.757 -4.350 0.573
C 0.991 -3.549 -0.483
C -0.487 -3.524 -0.041
O -1.168 -4.510 -0.363
O -0.848 -2.537 0.655
H 1.173 -6.044 -6.513
H 2.683 -5.146 -6.371
H 1.142 -4.356 -6.023
H -0.326 -5.870 -4.235
H -0.193 -6.571 -1.873
H 4.065 -6.303 -2.019
H 3.938 -5.639 -4.411
H 0.244 -5.759 0.525
H 2.827 -4.392 0.366
H 1.624 -3.877 1.548
H 1.083 -4.046 -1.449
H 1.426 -2.547 -0.563
*
```